(1)
Molecular formula: CH7O5
Method: DFT, ωB97M-V/def2-TZVPD

Each line ends with the natural charge from an NBO analysis.
Atoms and positions in Å:
O -1.465 0.070 1.737  -0.748
C -0.421 0.401 1.176  0.623
O -0.210 0.546 -0.064  -0.849
H 0.444 0.656 1.848  -0.013
H 0.609 -1.213 -2.320  0.479
H -0.040 -2.096 -1.281  0.485
O 0.283 -2.095 -2.184  -0.965
H 2.719 -1.958 0.489  0.467
H 2.284 -0.739 1.282  0.486
O 2.839 -1.539 1.352  -0.957
H -1.665 2.252 -0.699  0.507
H -3.136 2.680 -0.606  0.460
O -2.241 3.034 -0.728  -0.974

Properties
Total charge = -1
LUMO = 3.85 eV
Highest occupied orbital energy = -4.827 eV
HOMO-LUMO gap = 8.7 eV



(2)
Molecular formula: CH7OS
Method: DFT, ωB97M-V/def2-TZVPD

Each line ends with the natural charge from an NBO analysis.
Atoms and positions in Å:
O 1.046 -0.664 1.905  -0.928
H 0.859 1.337 -0.904  -0.033
H 0.828 -0.355 2.828  0.501
H 1.751 -1.274 1.935  0.497
C -1.057 0.061 -1.413  -0.921
S -0.230 1.143 -0.171  0.007
H -0.416 -0.832 -1.661  0.202
H -1.152 0.581 -2.388  0.209
H -2.018 -0.297 -0.989  0.219
H 0.389 0.300 0.858  0.246

Properties
Spin multiplicity = 2
LUMO (alpha / beta) = 0.22 / 0.18 eV
Highest occupied orbital energy (alpha / beta) = -3.440 / -10.427 eV
HOMO-LUMO gap (alpha / beta) = 3.7 / 10.6 eV



(3)
Molecular formula: CH7OS
Method: DFT, ωB97M-V/def2-TZVPD

Each line ends with the natural charge from an NBO analysis.
Atoms and positions in Å:
O 1.030 -1.835 1.226  -0.917
H 0.034 0.825 0.890  0.204
H 0.925 -2.737 1.550  0.527
H 1.917 -1.738 0.779  0.525
C -0.763 1.470 -1.032  -0.696
S -0.798 0.053 0.029  0.226
H -1.262 2.266 -0.553  0.276
H -1.287 1.154 -1.925  0.259
H 0.264 1.691 -1.333  0.257
H -0.061 -1.150 0.368  0.339

Properties
Total charge = +1
LUMO = -4.91 eV
Highest occupied orbital energy = -15.978 eV
HOMO-LUMO gap = 11.1 eV



(4)
Molecular formula: CH7OS
Method: DFT, ωB97M-V/def2-TZVPD

Each line ends with the natural charge from an NBO analysis.
Atoms and positions in Å:
O -0.872 1.449 -1.182  -0.957
H -0.091 -1.539 1.572  0.364
H -0.591 1.514 -2.102  0.508
H -1.846 1.532 -1.253  0.512
C 0.929 -0.929 -0.551  -0.665
S 0.075 -0.327 0.994  0.040
H 1.306 -1.926 -0.348  0.256
H 1.732 -0.235 -0.778  0.253
H 0.189 -0.978 -1.339  0.248
H -0.026 0.980 0.432  0.439

Properties
Total charge = +1
LUMO = -6.79 eV
Highest occupied orbital energy = -15.897 eV
HOMO-LUMO gap = 9.1 eV



(5)
Molecular formula: CH8ClNSi2
Method: DFT, ωB97M-V/def2-TZVPD

Each line ends with the natural charge from an NBO analysis.
Atoms and positions in Å:
C 1.286 -1.982 2.001  -1.134
Si 1.434 -0.998 0.555  1.129
Cl 1.028 -2.028 -1.128  -0.351
H 0.888 -3.021 1.623  0.252
H 1.430 -1.742 3.007  0.227
H 1.839 0.472 0.311  -0.128
N -1.519 0.533 -0.320  -1.284
Si -0.885 1.800 -1.325  1.066
H -2.518 0.345 -0.175  0.404
H -1.043 0.339 0.526  0.383
H -1.211 3.244 -1.097  -0.192
H -1.334 1.353 -2.772  -0.176
H 0.605 1.687 -1.207  -0.196

Properties
LUMO = 0.38 eV
Highest occupied orbital energy = -8.540 eV
HOMO-LUMO gap = 8.9 eV



(6)
Molecular formula: CH8MnO7
Method: DFT, ωB97M-V/def2-TZVPD

Each line ends with the natural charge from an NBO analysis.
Atoms and positions in Å:
Mn -0.028 -0.290 0.072  1.537
C -0.973 -1.226 2.251  0.911
O -1.218 -1.276 3.471  -0.725
O -1.771 -0.827 1.294  -0.921
O 0.294 -0.905 1.947  -0.958
O 0.189 1.947 0.766  -0.952
H -0.386 2.557 1.240  0.509
H 1.012 2.427 0.640  0.476
O -1.120 0.922 -1.388  -0.958
H -1.517 0.473 -2.143  0.496
H -1.263 1.860 -1.546  0.506
O -0.076 -2.080 -1.193  -0.966
H 0.068 -2.107 -2.144  0.489
H -0.269 -2.988 -0.935  0.520
O 2.010 0.338 -0.691  -0.958
H 2.186 1.273 -0.834  0.486
H 2.861 -0.098 -0.807  0.509

Properties
Spin multiplicity = 6
LUMO (alpha / beta) = -0.95 / -0.96 eV
Highest occupied orbital energy (alpha / beta) = -6.074 / -6.555 eV
HOMO-LUMO gap (alpha / beta) = 5.1 / 5.6 eV



(7)
Molecular formula: CH8N2OPS
Method: DFT, ωB97M-V/def2-TZVPD

Each line ends with the natural charge from an NBO analysis.
Atoms and positions in Å:
C -1.508 0.862 -0.585  -0.375
N 2.437 -0.177 0.811  -1.057
N -1.696 -0.266 0.409  -0.719
O 0.597 -1.052 -0.630  -1.043
P 1.332 0.325 -1.139  1.118
S -0.009 1.741 -0.125  -0.060
H -2.267 1.519 -0.810  0.261
H -1.131 0.341 -1.527  0.230
H 3.265 -0.675 0.517  0.358
H 2.672 0.584 1.467  0.379
H -2.524 -0.843 0.281  0.446
H -0.833 -0.826 0.274  0.475
H -1.556 0.130 1.381  0.453
H 1.221 -1.664 -0.325  0.534

Properties
Total charge = +1
LUMO = -4.57 eV
Highest occupied orbital energy = -13.156 eV
HOMO-LUMO gap = 8.6 eV



(8)
Molecular formula: CH8N2OSi
Method: DFT, ωB97M-V/def2-TZVPD

Each line ends with the natural charge from an NBO analysis.
Atoms and positions in Å:
C 0.662 1.499 0.278  -1.133
Si -0.232 -0.141 -0.038  2.053
N -1.308 -0.415 1.288  -1.318
N -0.251 -0.461 -1.718  -1.294
O 1.221 -1.557 0.446  -1.088
H 1.624 1.327 0.732  0.267
H 0.748 1.962 -0.732  0.229
H 0.107 2.211 0.885  0.238
H -1.127 -0.121 2.255  0.416
H -1.857 -1.239 1.377  0.394
H -0.298 0.399 -2.288  0.401
H -0.290 -1.258 -2.237  0.401
H 1.002 -2.207 -0.247  0.435

Properties
LUMO = 0.50 eV
Highest occupied orbital energy = -9.096 eV
HOMO-LUMO gap = 9.6 eV



(9)
Molecular formula: CH8N2P
Method: DFT, ωB97M-V/def2-TZVPD

Each line ends with the natural charge from an NBO analysis.
Atoms and positions in Å:
N 0.736 -1.038 0.335  -0.841
C -0.087 0.092 0.491  -0.102
N 0.700 1.249 -0.212  -0.727
P -1.682 -0.135 -0.578  0.274
H 0.171 -1.758 -0.087  0.399
H 1.252 -1.341 1.119  0.400
H -0.247 0.564 1.435  0.219
H 0.770 1.125 -1.269  0.452
H 0.198 2.144 0.073  0.447
H 1.688 1.317 0.081  0.446
H -1.196 -1.028 -1.530  -0.002
H -2.304 -1.189 0.142  0.035

Properties
Total charge = +1
LUMO = -3.75 eV
Highest occupied orbital energy = -14.203 eV
HOMO-LUMO gap = 10.5 eV



(10)
Molecular formula: CH8N2S
Method: DFT, ωB97M-V/def2-TZVPD

Each line ends with the natural charge from an NBO analysis.
Atoms and positions in Å:
S 2.744 0.420 -2.141  -0.859
H 3.092 -0.855 -2.272  0.024
H 3.724 0.745 -3.064  -0.010
N -2.752 -0.114 2.580  -0.884
C -1.858 -0.728 1.496  -0.086
N -1.297 0.078 0.486  -0.895
H -2.910 0.887 2.489  0.352
H -2.385 -0.229 3.522  0.354
H -0.910 -1.139 2.038  0.152
H -2.417 -1.586 1.104  0.133
H -0.614 -0.513 0.029  0.363
H -1.997 0.592 -0.028  0.356

Properties
Spin multiplicity = 2
Total charge = -1
LUMO (alpha / beta) = 3.53 / 3.52 eV
Highest occupied orbital energy (alpha / beta) = 1.042 / -5.232 eV
HOMO-LUMO gap (alpha / beta) = 2.5 / 8.7 eV



(11)
Molecular formula: CH8N2S
Method: DFT, ωB97M-V/def2-TZVPD

Each line ends with the natural charge from an NBO analysis.
Atoms and positions in Å:
N -0.316 -0.778 0.374  -0.867
C -1.635 -0.580 -0.074  -0.057
N -2.526 -1.781 -0.125  -0.858
H 0.294 -1.250 -0.273  0.367
H -0.027 -0.945 1.322  0.377
H -1.675 -0.074 -1.040  0.174
H -2.129 0.202 0.522  0.163
H -1.985 -2.543 0.257  0.351
H -3.311 -1.647 0.499  0.351
S 2.117 1.508 -0.138  -0.279
H 3.457 1.480 -0.219  0.136
H 1.975 2.771 -0.546  0.141

Properties
LUMO = 0.92 eV
Highest occupied orbital energy = -8.803 eV
HOMO-LUMO gap = 9.7 eV



(12)
Molecular formula: CH8N3
Method: DFT, ωB97M-V/def2-TZVPD

Each line ends with the natural charge from an NBO analysis.
Atoms and positions in Å:
N 0.202 -1.209 -1.679  -1.093
H 0.861 -1.769 -2.144  0.403
H 0.763 -0.368 -0.234  0.451
H -0.591 -1.834 -1.419  0.395
H -0.101 -0.387 -2.211  0.388
N -1.059 1.082 0.798  -0.685
C -0.008 0.807 1.398  0.385
N 0.882 0.104 0.738  -0.745
H -1.189 0.643 -0.098  0.416
H -1.794 1.535 1.286  0.433
H 0.274 1.262 2.355  0.238
H 1.760 0.135 1.211  0.415

Properties
Total charge = +1
LUMO = -3.19 eV
Highest occupied orbital energy = -15.205 eV
HOMO-LUMO gap = 12.0 eV



The records above yield relative energy (zero: lowest compared OMol25 entry of this formula, charge and spin) values of 18.6; 14.5; 29.5; 59.1; 68.4; 21.7; 47.4; 39.8; 22.0; 20.7; 11.4; 15.9 kcal per mole, respectively.